Entry 1:
13
Properties=species:S:1:pos:R:3:forces:R:3:lowdin_charge:R:1 method="wB97M-V/def2-TZVPD" e_above_lowest_kj_mol=38.49 e_tot_ha=-286.61699 largest_force_ev_per_a=0.72
C 0.878 -0.786 1.062 0.026 -0.020 0.011 -0.07
C -0.287 -0.038 0.423 0.068 0.154 0.124 -0.44
C 0.153 1.278 -0.213 0.002 0.035 -0.038 -0.07
N -0.932 -0.905 -0.550 -0.247 -0.033 -0.605 0.14
C -1.334 -0.807 -1.681 -0.032 -0.046 -0.081 -0.32
O -1.759 -0.828 -2.779 0.256 0.013 0.675 0.14
H 0.536 -1.719 1.518 0.044 0.124 -0.066 0.08
H 1.346 -0.168 1.835 -0.074 -0.079 -0.105 0.08
H 1.633 -1.028 0.306 -0.096 0.039 0.094 0.08
H -1.034 0.171 1.199 0.090 -0.026 -0.105 0.14
H 0.587 1.942 0.541 -0.052 -0.103 -0.082 0.08
H 0.908 1.093 -0.985 -0.096 0.013 0.106 0.09
H -0.696 1.793 -0.675 0.112 -0.069 0.074 0.08



Entry 2:
9
Properties=species:S:1:pos:R:3:forces:R:3:lowdin_charge:R:1 method="wB97M-V/def2-TZVPD" e_above_lowest_kj_mol=232.50 e_tot_ha=-772.61827 largest_force_ev_per_a=2.98
C -0.157 0.800 0.847 -1.356 -1.732 2.004 -0.29
N 0.757 1.444 -0.240 1.167 -0.518 -2.386 0.01
N 0.911 0.992 -1.276 0.140 0.019 1.213 0.18
O -1.115 -1.870 -1.530 -0.085 -0.380 -0.058 -0.35
O 0.861 -2.056 -0.019 -0.308 0.264 -0.058 -0.36
O -0.962 -0.140 0.330 1.311 -0.191 0.031 -0.25
S -0.037 -1.262 -0.821 0.055 0.992 -0.075 0.77
H 0.515 0.425 1.725 -0.883 1.039 -1.661 0.17
H -0.773 1.666 0.985 -0.040 0.507 0.990 0.12